(1)
Density functional theory data (ωB97M-V/def2-TZVPD) for C44H60ClHgN5O3 as an isolated structure.

Last column: Mulliken charge in e.
Positions of all 114 atoms, in Å:
Hg (0.466, -0.298, -0.347)  3.50
Cl (-3.363, 0.855, -7.444)  -0.29
O (-1.785, -3.283, -3.598)  -0.42
O (-0.221, -2.935, -0.801)  -0.34
O (-1.572, -1.194, -1.176)  -0.10
N (1.789, -0.257, 1.365)  0.41
N (1.929, 0.448, -1.815)  0.50
N (-1.076, 1.483, -1.170)  0.04
N (-2.302, -1.813, 1.878)  -0.55
N (-1.119, 1.109, 1.715)  1.66
C (1.463, 0.314, 3.757)  1.28
C (1.116, 2.632, -3.959)  0.41
C (3.209, 0.828, -1.419)  0.53
C (-1.214, -2.407, -1.332)  0.21
C (5.424, 1.711, -2.072)  -0.80
C (1.673, 1.817, 3.575)  0.68
C (1.757, 0.145, -3.196)  -0.46
C (3.614, 0.893, -0.023)  -0.13
C (1.279, -1.986, 2.969)  0.27
C (-2.989, -0.523, 1.869)  -0.05
C (3.009, 2.266, 4.179)  -1.68
C (-3.158, -0.132, -4.926)  -0.89
C (-1.368, -3.820, -6.217)  -1.48
C (4.178, -2.228, -2.743)  -1.62
C (-2.123, -3.290, -2.212)  -1.65
C (0.983, -1.487, 5.318)  -1.63
C (-2.193, -2.279, -4.418)  0.88
C (4.891, 1.493, 0.241)  -0.91
C (2.071, -1.170, -3.651)  0.70
C (0.544, 2.651, 4.209)  -1.52
C (-2.933, -0.363, -6.266)  0.16
C (2.641, -2.247, -2.735)  2.62
C (2.989, 0.372, 1.137)  -0.99
C (1.908, -1.497, -4.990)  -0.35
C (-1.489, 2.367, 1.073)  -0.78
C (-2.058, 2.159, -0.336)  -1.21
C (-2.788, -1.098, -3.996)  -0.67
C (0.508, -4.222, 1.979)  -2.04
C (1.344, 1.114, -4.142)  1.01
C (1.482, -3.037, 1.888)  3.09
C (1.495, -0.617, 2.688)  -1.01
C (1.563, 3.324, -2.666)  -1.39
C (1.216, -0.149, 5.049)  -0.39
C (2.175, -3.660, -3.116)  -1.78
C (-2.359, -1.552, -6.694)  -0.72
C (2.931, -3.532, 1.943)  -1.81
C (1.465, -0.561, -5.910)  -1.48
C (-1.986, -2.521, -5.780)  1.15
C (5.774, 1.891, -0.735)  -1.03
C (-0.328, 3.044, -4.311)  -1.37
C (4.168, 1.197, -2.381)  -0.30
C (-2.142, 0.524, 2.583)  -1.01
C (1.021, -2.394, 4.270)  -0.86
C (1.201, 0.720, -5.479)  -1.09
H (3.629, -2.713, 1.746)  0.31
H (-0.364, 4.118, -4.518)  0.45
H (-2.951, 1.541, -0.266)  0.50
H (1.348, -2.573, 0.919)  -1.45
H (-0.394, 2.122, -1.545)  -0.16
H (-1.975, -4.318, -1.905)  0.40
H (0.867, -3.450, 4.472)  0.35
H (2.145, -2.502, -5.324)  0.34
H (3.155, -3.946, 2.931)  0.36
H (4.563, -3.034, -2.109)  0.43
H (-0.254, 1.211, 2.219)  -1.07
H (0.591, 2.604, 5.300)  0.43
H (-0.695, 2.515, -5.193)  0.34
H (3.627, 0.413, 2.018)  0.42
H (-2.354, 3.127, -0.753)  0.39
H (-2.928, -0.912, -2.940)  0.38
H (4.574, -1.285, -2.376)  0.29
H (3.095, -4.314, 1.193)  0.49
H (-1.028, 2.843, -3.498)  0.16
H (3.853, 1.749, 3.717)  0.38
H (-3.612, 0.795, -4.600)  0.46
H (2.312, -2.048, -1.721)  -1.27
H (0.898, 1.465, -6.211)  0.49
H (0.414, -4.689, 0.996)  0.37
H (0.867, -4.981, 2.683)  0.49
H (-2.563, -2.357, 1.067)  0.30
H (-0.603, 3.001, 0.989)  0.40
H (-0.484, -3.901, 2.302)  0.41
H (1.125, -3.675, -3.405)  0.07
H (-2.000, -4.664, -5.932)  0.32
H (2.776, -4.065, -3.939)  0.52
H (1.343, -0.822, -6.956)  0.34
H (5.176, 1.608, 1.283)  0.27
H (3.908, 1.090, -3.426)  0.33
H (-2.795, 1.305, 2.995)  0.47
H (4.547, -2.386, -3.762)  0.32
H (-2.229, 2.904, 1.678)  0.39
H (-3.942, -0.628, 2.395)  0.49
H (-1.489, 0.967, -1.936)  -0.27
H (1.732, 3.075, -4.745)  0.66
H (3.149, 3.342, 4.040)  0.44
H (-0.450, 2.309, 3.912)  0.24
H (3.029, 2.054, 5.252)  0.30
H (1.254, 4.373, -2.703)  0.49
H (6.110, 1.974, -2.868)  0.39
H (0.786, -1.818, 6.331)  0.36
H (6.730, 2.324, -0.461)  0.35
H (-1.301, -1.666, 1.794)  -0.24
H (1.151, 2.871, -1.766)  0.19
H (-3.169, -3.006, -2.073)  0.44
H (1.707, 2.037, 2.510)  0.04
H (-3.205, -0.175, 0.854)  -0.15
H (2.289, -4.327, -2.258)  0.40
H (-2.196, -1.721, -7.752)  0.37
H (-1.227, -3.834, -7.299)  0.41
H (0.648, 3.700, 3.918)  0.43
H (2.645, 3.293, -2.552)  0.25
H (1.192, 0.562, 5.871)  0.29
H (-0.402, -3.966, -5.728)  0.17
H (-1.645, 0.026, 3.422)  0.19

## Properties
* total charge: -1
* frontier orbital gap (alpha / beta): 4.47 / 6.60 eV
* HOMO level (alpha / beta): -2.016 / -4.141 eV
* ⟨S²⟩: 0.79
* 2S+1: 2
* energy relative to the best compared isomer or geometry (same formula, charge and spin): 51.16 kJ/mol
* maximum force: 0.68 eV/A

(2)
Density functional theory data (ωB97M-V/def2-TZVPD) for a 11-piece molecular cluster, C44H60ClN14O6P3S overall in a non-equilibrium geometry.

Last column: Mulliken charge in e.
Positions of all 129 atoms, in Å:
Cl (-4.373, -4.533, -1.036)  -0.29
S (-4.563, -1.720, 0.298)  -0.55
P (-5.919, 0.886, -1.005)  0.39
P (-1.974, -6.799, -0.126)  0.02
P (-3.033, -1.510, 4.068)  0.92
O (-3.543, -7.397, -0.048)  -0.44
O (0.267, 3.290, -1.269)  -0.05
O (-1.972, -1.322, 5.294)  -0.56
O (-4.264, -0.455, 4.273)  -0.53
O (-3.522, -2.897, 4.124)  -0.60
O (2.073, 4.158, -2.282)  -0.49
N (-1.510, -6.894, -1.781)  -0.51
N (-3.225, -3.619, 6.000)  -0.41
N (0.291, -5.231, -3.980)  -0.47
N (2.093, -0.601, -6.555)  -0.44
N (0.937, -5.275, -0.538)  -0.33
N (1.483, 1.586, -1.671)  -0.42
N (7.382, 5.491, -2.476)  -0.39
N (-2.323, -1.125, 2.510)  1.34
N (10.844, 7.908, 1.674)  -0.36
N (-5.332, 0.364, -2.375)  -0.62
N (-3.004, 3.796, 2.241)  -0.28
N (5.504, -4.183, -4.328)  -0.43
N (0.287, 5.571, 5.094)  -0.37
N (-2.797, -2.224, -6.741)  -0.50
C (2.350, -7.314, 0.304)  -1.15
C (-3.151, -4.089, 0.167)  0.13
C (3.429, -3.785, -5.880)  -0.08
C (-1.211, 4.124, -3.765)  -0.62
C (2.210, -3.565, 1.961)  -0.17
C (-4.262, 2.315, 0.776)  -1.10
C (-0.902, 2.735, 3.926)  -1.37
C (0.263, 5.348, 6.221)  0.43
C (-2.585, 1.346, 2.366)  0.03
C (-1.196, -4.577, 1.494)  -0.60
C (-2.961, -1.566, -5.813)  0.31
C (4.594, -4.009, -5.009)  0.30
C (3.516, 1.591, -6.334)  -0.74
C (-2.310, -2.371, 1.767)  -1.71
C (1.383, 3.735, 0.836)  -0.67
C (2.719, 0.361, -6.461)  0.37
C (-0.177, -2.977, 3.155)  0.14
C (-1.265, -3.300, 2.103)  0.59
C (6.248, 5.678, -2.461)  0.26
C (-3.294, -3.798, 7.141)  0.47
C (-2.146, -5.030, 0.529)  0.05
C (0.298, 4.239, -0.156)  -0.56
C (0.231, 5.062, 7.664)  -0.91
C (0.078, 4.471, -3.484)  -0.62
C (-4.630, 1.037, 0.305)  0.11
C (-0.622, -5.054, -4.656)  0.41
C (10.282, 6.511, -0.472)  -0.61
C (2.454, -0.666, -2.584)  -0.95
C (0.878, 3.962, -2.312)  0.79
C (-2.970, 0.010, 1.882)  -1.85
C (1.919, 0.605, -2.090)  0.59
C (-3.268, 2.443, 1.794)  0.44
C (-1.789, -4.830, -5.519)  -0.34
C (10.598, 7.296, 0.733)  0.28
C (-0.022, 3.534, 2.906)  -0.64
C (-3.981, -0.099, 0.889)  0.79
C (-3.141, -0.732, -4.620)  -0.76
C (4.796, 5.916, -2.443)  -0.50
C (0.672, 2.695, 1.798)  -0.38
C (-3.221, -2.802, 0.791)  1.17
C (1.560, -6.169, -0.169)  0.54
C (1.173, -3.299, 2.523)  -0.89
C (-3.382, -4.018, 8.597)  -0.96
C (-1.523, 1.384, 3.476)  0.23
H (2.226, 3.215, 0.356)  0.35
H (1.702, 4.613, 1.438)  0.44
H (-0.294, -3.663, 4.014)  0.39
H (3.197, -2.725, -5.927)  -0.07
H (-2.182, -0.581, -4.124)  0.31
H (-2.235, -6.592, -2.431)  0.25
H (-6.484, 2.168, -1.284)  0.06
H (-2.652, -5.370, -5.127)  0.27
H (-1.704, 3.412, 4.280)  0.25
H (3.892, 1.890, -7.311)  0.34
H (1.669, -1.422, -2.569)  0.25
H (0.518, 4.026, 7.842)  0.27
H (1.415, 2.031, 2.279)  0.35
H (-4.330, 0.210, -2.292)  0.24
H (-0.144, -1.911, 3.435)  -0.04
H (-6.950, 0.040, -0.496)  0.11
H (-3.025, 4.460, 1.474)  0.30
H (11.031, 6.696, -1.241)  0.26
H (-4.781, 3.194, 0.364)  0.22
H (3.020, -3.765, 1.268)  0.47
H (-4.387, -3.785, 8.948)  0.27
H (2.898, 2.392, -5.929)  0.20
H (3.644, -4.152, -6.882)  0.30
H (-0.702, 4.284, 0.329)  0.13
H (-0.266, 2.523, 4.818)  0.26
H (-3.157, -5.058, 8.827)  0.28
H (-0.620, 4.382, 2.527)  0.31
H (-2.060, 4.247, -3.073)  0.24
H (4.410, 5.927, -3.461)  0.24
H (2.826, -7.068, 1.253)  0.30
H (0.926, 5.718, 8.186)  0.32
H (3.118, -7.560, -0.428)  0.36
H (-1.580, -5.181, -6.528)  0.31
H (-3.901, -7.433, -0.949)  0.30
H (-2.668, -3.376, 9.112)  0.27
H (2.806, -0.554, -3.609)  0.10
H (-2.021, -3.773, -5.553)  -0.18
H (9.303, 6.795, -0.854)  0.17
H (0.600, 5.143, -4.187)  0.40
H (0.492, 5.270, -0.528)  0.51
H (-1.408, 3.733, -4.784)  0.24
H (-3.827, -1.223, -3.930)  0.27
H (-0.407, -5.285, 1.783)  0.49
H (-1.122, -0.974, 4.977)  0.40
H (-1.940, 0.884, 4.378)  0.58
H (4.358, 1.419, -5.666)  0.27
H (-3.554, 0.236, -4.900)  0.41
H (-0.692, 0.715, 3.141)  0.35
H (10.274, 5.450, -0.232)  0.25
H (-0.609, -6.461, -1.971)  0.29
H (4.584, 6.874, -1.972)  0.31
H (-3.735, 4.015, 2.917)  0.27
H (1.699, -8.177, 0.444)  0.30
H (-4.686, -0.621, 5.131)  0.39
H (3.274, -0.996, -1.948)  0.30
H (4.296, 5.126, -1.884)  0.09
H (-0.091, 2.108, 1.246)  0.05
H (-0.773, 5.225, 8.052)  0.27
H (0.795, 3.992, 3.499)  0.52
H (2.562, -4.314, -5.485)  0.02

## Properties
* frontier orbital gap: 7.29 eV
* HOMO level: -7.775 eV
* maximum force: 5.13 eV/A
* structure (SMILES): C#CCc1cc(P(N)O)c(Cl)c2c1N(P(=O)(O)O)c1c(CCCCCCOC(=O)C=C)c(N)cc([PH2]=N)c1S2.CC#N.CC#N.CC#N.CC#N.CC#N.CC#N.CC#N.CC#N.CC#N.CC#N